# C4H7F2N

A cluster of 2 separate species, C4H7F2N in total at a distorted geometry (ωB97M-V/def2-TZVPD, the OMol25 dataset).

Results
2S+1: 1
LUMO level (alpha / beta): 0.693 / -0.107 eV
energy above the lowest of the compared OMol25 structures with the same formula, charge and spin: 91.73 kcal per mole
orbital gap (alpha / beta): 8.795 / 8.437 eV
F_max: 0.1012 Eh/bohr
net charge: 0
DFT total energy: -410.92801 hartree

Each line ends with the natural charge from an NBO analysis.
Positions of all 14 atoms, in Å:
F: 2.4622 1.2140 0.1574  -0.344
F: 1.1876 2.4149 1.6611  -0.321
N: 0.3286 -1.9824 1.1183  -0.623
C: 0.3202 -1.1762 0.1380  0.001
C: 1.6110 1.2588 1.2223  0.566
C: -0.5307 -0.0757 0.2762  -0.121
C: -0.6905 0.9146 -0.8082  -0.658
H: -1.0720 1.9538 -0.3353  0.213
H: -1.2389 0.0357 1.1674  0.220
H: 1.0163 -2.7473 1.1163  0.339
H: -1.4610 0.5512 -1.3710  0.219
H: 1.8527 0.5513 2.1269  0.135
H: 0.1293 1.0395 -1.3993  0.215
H: 0.9295 -1.2140 -0.8898  0.159